#1
The following is a quantum chemistry calculation of a cluster of 6 separate species, H12O6 in total, from the Open Molecules 2025 dataset.

Computed properties:
Net charge: +1
2S+1: 2
Molecular weight (g/mol): 108.1
LUMO (spin up / spin down) (eV): -3.33 / -11.23

Element x y z (Å)
O1 0.171 -0.600 -2.493
H1 0.263 -1.207 -3.254
H2 0.256 -1.080 -1.655
O2 -1.470 -1.510 1.771
H3 -2.404 -1.446 1.611
H4 -1.296 -0.629 2.163
O3 0.385 -1.761 -0.251
H5 -0.293 -1.572 0.394
H6 0.571 -2.638 -0.101
O4 -0.669 0.958 2.202
H7 -0.010 1.289 1.558
H8 -0.269 0.904 3.111
O5 1.386 1.130 0.577
H9 1.407 0.209 0.215
H10 1.079 1.663 -0.201
O6 0.204 1.916 -1.720
H11 0.167 1.018 -2.090
H12 0.477 2.434 -2.439

Löwdin population analysis, charges in e, atoms 1 to 4:
1 O -0.044
2 H 0.099
3 H -0.026
4 O -0.026

#2
The following is a quantum chemistry calculation of a cluster of 6 separate species, H12O6 in total, from the Open Molecules 2025 dataset.

Computed properties:
Net charge: +1
2S+1: 2
Molecular weight (g/mol): 108.1
LUMO (spin up / spin down) (eV): -3.30 / -11.14

Element x y z (Å)
O1 2.782 0.948 -1.910
H1 2.896 1.711 -2.478
H2 2.820 1.302 -1.022
O2 -2.631 -0.260 0.931
H3 -3.345 -0.673 1.417
H4 -2.087 -0.991 0.637
O3 -0.854 0.416 -1.760
H5 -1.173 0.076 -2.596
H6 -0.381 1.215 -1.990
O4 -1.110 1.085 2.783
H7 -1.949 1.535 2.681
H8 -1.126 0.394 2.121
O5 1.518 -2.686 0.396
H9 1.986 -3.099 -0.329
H10 1.481 -1.759 0.160
O6 0.537 -0.059 0.488
H11 0.694 0.853 0.731
H12 -0.057 -0.008 -0.261

Löwdin population analysis, charges in e, atoms 1 to 4:
1 O -0.043
2 H 0.042
3 H 0.024
4 O -0.004

Which is the most stable structure? #1 is the most stable.

#1
The following is a quantum chemistry calculation of an isolated molecule of C2H5NOS2, from the Open Molecules 2025 dataset.

Computed properties:
Structure (SMILES): CSC(=S)NO
Molecular weight (g/mol): 123.2
LUMO (eV): 0.31

Element x y z (Å)
C1 -0.272 1.687 -0.266
S1 -1.461 0.403 0.181
C2 -0.560 -0.974 0.757
S2 -1.157 -2.036 1.870
N1 0.717 -1.123 0.313
O1 1.123 -0.679 -0.933
H1 0.036 1.564 -1.292
H2 0.563 1.696 0.393
H3 -0.819 2.626 -0.196
H4 1.182 -1.931 0.701
H5 0.646 -1.233 -1.529

Löwdin population analysis, charges in e, atoms 1 to 4:
1 C -0.380
2 S 0.873
3 C -1.215
4 S 0.589

#2
The following is a quantum chemistry calculation of an isolated molecule of C2H5NOS2, from the Open Molecules 2025 dataset.

Computed properties:
Structure (SMILES): CSC(=S)NO
Molecular weight (g/mol): 123.2
LUMO (eV): -0.59

Element x y z (Å)
C1 -1.660 -0.708 -0.274
S1 0.023 -1.484 0.301
C2 1.254 -0.310 -0.109
S2 2.853 -0.807 0.051
N1 0.934 1.069 -0.587
O1 0.134 1.533 0.629
H1 -2.132 0.032 0.361
H2 -2.301 -1.573 -0.297
H3 -1.584 -0.268 -1.169
H4 1.850 1.547 -0.387
H5 0.629 0.968 1.482

Löwdin population analysis, charges in e, atoms 1 to 4:
1 C -0.276
2 S 0.847
3 C -1.203
4 S 0.590

Which is the most stable structure? #1 is the most stable.

#1
The following is a quantum chemistry calculation of the ion C4H10N2P with charge +1, from the Open Molecules 2025 dataset.

Computed properties:
Structure (SMILES): NP[NH+]1CC=CC1
Net charge: +1
Molecular weight (g/mol): 117.1
LUMO (eV): -3.20

Element x y z (Å)
N1 2.510 -0.565 -0.180
P1 1.713 0.868 -0.270
N2 0.063 0.393 0.806
C1 -0.492 -0.916 0.347
C2 -1.409 -0.531 -0.742
C3 -1.863 0.711 -0.658
C4 -1.179 1.335 0.550
H1 2.721 -1.208 -0.901
H2 3.290 -0.426 0.441
H3 0.926 0.836 -1.567
H4 0.373 0.431 1.722
H5 -1.154 -1.444 1.023
H6 0.218 -1.678 0.056
H7 -1.633 -1.383 -1.557
H8 -2.568 1.331 -1.080
H9 -0.694 2.225 0.350
H10 -1.761 1.075 1.514

Löwdin population analysis, charges in e, atoms 1 to 4:
1 N -0.230
2 P 0.949
3 N -0.195
4 C -0.214

#2
The following is a quantum chemistry calculation of the ion C4H10N2P with charge +1, from the Open Molecules 2025 dataset.

Computed properties:
Structure (SMILES): [H]/P=C/CCNC=[NH2+]
Net charge: +1
Molecular weight (g/mol): 117.1
LUMO (eV): -3.78

Element x y z (Å)
H1 2.827 -1.899 0.519
P1 1.591 -1.360 0.086
C1 2.000 0.371 0.113
C2 0.972 1.459 -0.113
C3 -0.374 0.973 -0.613
N1 -1.179 0.257 0.417
C4 -1.771 -0.923 0.331
N2 -1.356 -2.012 -0.333
H2 3.033 0.686 0.273
H3 1.277 2.240 -0.857
H4 0.881 1.901 0.970
H5 -1.170 1.903 -0.863
H6 -0.439 0.335 -1.538
H7 -1.627 0.905 1.015
H8 -2.710 -0.948 0.909
H9 -2.035 -2.740 -0.391
H10 -0.412 -2.176 -0.683

Löwdin population analysis, charges in e, atoms 1 to 4:
1 H -0.125
2 P 0.901
3 C -0.403
4 C -0.286

Which is the most stable structure? #1 is the most stable.

#1
The following is a quantum chemistry calculation of a cluster of 2 separate species, C5H15N2O in total, from the Open Molecules 2025 dataset.

Computed properties:
Net charge: +1
Molecular weight (g/mol): 119.2
LUMO (eV): -3.08

Element x y z (Å)
C1 2.003 1.636 -0.741
C2 1.583 0.222 -0.702
C3 0.136 -0.107 -0.406
C4 -0.274 -1.379 -0.163
N1 -1.613 -1.727 0.013
C5 -2.187 -3.099 -0.094
N2 1.355 2.360 0.468
H1 3.053 1.772 -0.866
H2 1.491 2.055 -1.682
H3 1.856 -0.185 -1.675
H4 2.215 -0.459 -0.026
H5 -0.640 0.579 -0.757
H6 0.508 -2.209 -0.084
H7 -2.243 -1.039 -0.327
H8 -1.788 -3.733 0.770
H9 -3.172 -3.071 0.175
H10 -1.903 -3.512 -1.044
H11 1.645 3.272 0.598
H12 1.365 1.774 1.311
H13 0.353 2.461 0.411
H14 -1.219 2.100 2.107
H15 -1.366 0.620 1.377
O1 -1.159 1.667 1.336

Löwdin population analysis, charges in e, atoms 1 to 4:
1 C -0.119
2 C -0.247
3 C -0.176
4 C -0.145

#2
The following is a quantum chemistry calculation of a cluster of 2 separate species, C5H15N2O in total, from the Open Molecules 2025 dataset.

Computed properties:
Net charge: +1
Molecular weight (g/mol): 119.2
LUMO (eV): -3.17

Element x y z (Å)
C1 1.272 0.576 -0.674
C2 0.579 1.227 -1.856
C3 1.367 2.433 -2.351
N1 0.588 -0.707 -0.292
H1 2.314 0.352 -0.891
H2 1.256 1.214 0.208
H3 -0.431 1.522 -1.563
H4 0.500 0.493 -2.659
H5 1.565 3.116 -1.526
H6 2.321 2.134 -2.788
H7 0.796 2.972 -3.104
H8 -0.340 -0.503 0.166
H9 0.422 -1.259 -1.131
H10 1.120 -1.251 0.392
O1 0.603 -1.790 2.435
C4 -0.537 -1.656 2.798
C5 -1.717 -1.831 1.860
N2 -1.942 -0.539 1.156
H11 -0.767 -1.355 3.835
H12 -1.459 -2.578 1.111
H13 -2.587 -2.148 2.434
H14 -2.789 -0.611 0.602
H15 -2.135 0.190 1.838

Löwdin population analysis, charges in e, atoms 1 to 4:
1 C -0.167
2 C -0.251
3 C -0.090
4 N 0.164

#3
The following is a quantum chemistry calculation of a cluster of 2 separate species, C5H15N2O in total, from the Open Molecules 2025 dataset.

Computed properties:
Net charge: +1
Molecular weight (g/mol): 119.2
LUMO (eV): -3.14

Element x y z (Å)
C1 -1.016 -2.345 2.204
C2 -0.751 -0.979 1.561
C3 -1.310 -1.008 0.094
C4 -0.477 -0.229 -0.863
C5 -0.868 0.981 -1.216
N1 -0.120 1.865 -2.132
N2 0.709 -0.807 1.395
H1 -0.515 -2.318 3.179
H2 -2.055 -2.547 2.448
H3 -0.512 -3.129 1.645
H4 -1.053 -0.112 2.140
H5 -1.420 -2.071 -0.128
H6 -2.361 -0.712 0.073
H7 0.461 -0.626 -1.234
H8 -1.579 1.545 -0.692
H9 0.396 2.596 -1.631
H10 0.573 1.276 -2.600
H11 -0.668 2.259 -2.897
H12 1.137 -0.663 2.277
H13 1.270 -1.579 1.054
H14 3.327 2.816 -0.905
H15 3.018 1.498 -0.209
O1 2.756 2.042 -0.952

Löwdin population analysis, charges in e, atoms 1 to 4:
1 C -0.069
2 C -0.393
3 C -0.150
4 C -0.067

#4
The following is a quantum chemistry calculation of a structure of composition C5H15N2O, from the Open Molecules 2025 dataset.

Computed properties:
Net charge: +1
Molecular weight (g/mol): 119.2
LUMO (eV): -7.35

Element x y z (Å)
C1 2.538 0.047 0.235
C2 1.073 -0.314 0.133
C3 0.243 0.869 0.613
C4 -1.282 0.797 0.805
C5 -2.015 -0.320 0.017
N1 -1.612 -1.543 0.327
N2 0.809 -0.792 -1.190
H1 2.840 0.306 1.248
H2 2.772 0.843 -0.459
H3 3.134 -0.797 -0.118
H4 0.830 -1.326 0.881
H5 0.362 1.671 -0.118
H6 0.715 1.146 1.557
H7 -1.689 1.741 0.444
H8 -3.092 -0.161 0.063
H9 -1.639 -0.090 -1.079
H10 1.132 -1.814 1.410
H11 -2.407 -2.148 0.620
H12 0.201 -0.061 -1.654
H13 0.237 -1.617 -1.112
H14 -1.468 0.691 1.872
H15 -0.956 1.636 -2.677
O1 -0.725 1.236 -1.819

Löwdin population analysis, charges in e, atoms 1 to 4:
1 C -0.032
2 C -0.381
3 C -0.144
4 C -0.109

Which is the most stable structure? #2 is the most stable.